(1)
Molecular formula: CHO4PS
Method: DFT, ωB97M-V with the def2-TZVPD basis set

Values from the calculation:
Relative energy (zero: lowest compared OMol25 entry of this formula, charge and spin): 25.9 kJ/mol
Frontier orbital gap: 0.2073 Ha
E_LUMO: 5.532 eV
Net charge: -2
SMILES: O=P([O-])([O-])OC=S
M: 140.06 g mol⁻¹

Last column: Mulliken charge in e.
Atoms and positions in Å:
C  0.262  -0.277  1.401  -0.011
O  -0.212  1.725  -1.531  -0.756
O  1.014  -0.492  -1.445  -0.780
O  -1.524  -0.450  -1.804  -0.778
O  -0.567  0.292  0.507  -0.333
P  -0.280  0.251  -1.368  0.899
S  0.383  0.128  3.010  -0.499
H  0.924  -1.176  1.230  0.258

(2)
Molecular formula: C21H50N10O13
Method: DFT, ωB97M-V with the def2-TZVPD basis set

Values from the calculation:
Frontier orbital gap: 0.2656 Ha
E_LUMO: -0.659 eV
SMILES: N[C@@H]1O[C@H](C(=O)[O-])[C@H](O)[NH2+][C@H]1O.CC(N)=O.CC(N)=O.CC(N)=O.CC(N)=O.CC(N)=O.CC(N)=O.CC(N)=O.CC(N)=O
M: 650.69 g mol⁻¹

Last column: Mulliken charge in e.
Atoms and positions in Å:
N  1.201  -3.799  0.118  -0.650
C  1.310  -2.532  0.808  0.302
O  0.100  -2.153  1.436  -0.439
C  -0.719  -1.241  0.727  0.033
C  -1.577  -1.806  -0.423  0.122
O  -2.587  -1.114  -0.676  -0.557
O  -1.187  -2.833  -1.028  -0.710
C  0.064  -0.045  0.199  -0.618
O  -0.723  0.963  -0.321  -0.294
N  1.008  -0.589  -0.811  0.115
C  1.962  -1.482  -0.081  -0.525
O  2.903  -0.735  0.644  -0.601
H  0.295  -4.201  0.295  0.344
H  1.370  -3.712  -0.870  0.242
H  2.017  -2.695  1.617  0.247
H  -1.410  -0.831  1.455  0.686
H  0.637  0.336  1.046  0.083
H  -1.208  1.327  0.423  0.381
H  1.531  0.200  -1.204  0.484
H  0.547  -1.049  -1.608  0.556
H  2.531  -2.014  -0.835  0.282
H  3.171  0.010  0.094  0.361
O  3.507  -0.614  -2.475  -0.642
C  4.586  -0.840  -3.013  0.721
N  5.742  -0.393  -2.475  -0.377
C  4.714  -1.623  -4.291  -0.854
H  6.639  -0.562  -2.889  0.193
H  5.694  0.132  -1.619  0.188
H  4.153  -1.119  -5.077  0.097
H  4.303  -2.620  -4.140  0.271
H  5.751  -1.716  -4.608  0.371
O  4.521  -0.525  -8.322  -0.631
C  3.966  0.517  -8.032  0.658
N  4.672  1.674  -7.885  -0.408
C  2.480  0.614  -7.807  -0.835
H  4.247  2.550  -7.650  0.190
H  5.667  1.636  -8.027  0.226
H  2.199  -0.050  -6.992  0.200
H  1.960  0.308  -8.712  0.296
H  2.168  1.625  -7.550  0.322
O  -5.299  3.009  -0.278  -0.678
C  -5.847  1.947  -0.024  0.503
N  -6.923  1.891  0.804  -0.286
C  -5.385  0.631  -0.593  -0.315
H  -7.398  1.036  1.040  0.204
H  -7.252  2.755  1.198  0.218
H  -4.354  0.449  -0.294  -0.069
H  -5.435  0.675  -1.679  0.225
H  -5.997  -0.202  -0.248  0.248
O  2.610  -1.723  4.085  -0.577
C  2.413  -0.543  4.306  0.669
N  2.469  0.379  3.308  -0.257
C  2.095  -0.017  5.686  -0.967
H  2.313  1.357  3.460  0.164
H  2.678  0.044  2.373  0.243
H  2.916  -0.262  6.357  0.269
H  1.185  -0.495  6.044  0.247
H  1.949  1.063  5.693  0.349
O  -0.204  1.791  -5.544  -0.654
C  -0.869  2.212  -4.611  0.616
N  -0.380  3.145  -3.756  -0.206
C  -2.273  1.736  -4.329  -0.883
H  -0.902  3.514  -2.978  0.186
H  0.552  3.482  -3.917  0.161
H  -2.256  0.662  -4.155  0.235
H  -2.897  1.948  -5.196  0.306
H  -2.707  2.223  -3.457  0.300
O  3.893  -6.609  6.232  -0.635
C  3.701  -5.425  6.435  0.615
N  3.764  -4.508  5.437  -0.254
C  3.379  -4.882  7.808  -0.786
H  3.603  -3.525  5.569  0.148
H  3.971  -4.840  4.512  0.181
H  4.196  -5.125  8.485  0.247
H  2.466  -5.351  8.168  0.242
H  3.238  -3.801  7.802  0.247
O  -7.793  -0.650  2.434  -0.654
C  -8.408  -0.753  3.478  0.606
N  -9.522  -1.525  3.569  -0.384
C  -7.986  -0.043  4.742  -0.827
H  -10.049  -1.632  4.413  0.176
H  -9.822  -2.010  2.741  0.237
H  -7.981  1.030  4.559  0.231
H  -6.982  -0.365  5.008  0.246
H  -8.654  -0.253  5.576  0.330
O  -0.929  4.992  -1.297  -0.647
C  -0.070  5.288  -0.491  0.664
N  1.172  5.683  -0.887  -0.396
C  -0.309  5.245  0.999  -0.768
H  1.899  5.937  -0.246  0.168
H  1.357  5.726  -1.874  0.208
H  -0.583  4.231  1.283  0.126
H  -1.128  5.917  1.244  0.271
H  0.572  5.544  1.567  0.327

(3)
Molecular formula: C5H11NO
Method: DFT, ωB97M-V with the def2-TZVPD basis set

Values from the calculation:
Relative energy (zero: lowest compared OMol25 entry of this formula, charge and spin): 377.1 kJ/mol
Frontier orbital gap: 0.3301 Ha
E_LUMO: 1.058 eV
M: 101.15 g mol⁻¹

Last column: Mulliken charge in e.
Atoms and positions in Å:
C  0.262  2.303  0.052  -0.932
C  -1.038  1.542  0.357  -0.488
N  -0.715  0.350  1.192  -0.274
C  -0.111  -1.976  1.269  -0.683
C  -0.459  -0.887  0.562  -0.137
C  1.138  -0.695  -1.284  0.096
O  0.358  -0.221  -1.945  -0.129
H  0.071  3.155  -0.601  0.308
H  0.815  2.615  0.937  0.344
H  0.866  1.593  -0.504  0.232
H  -1.727  2.169  0.925  0.305
H  -1.632  1.128  -0.459  0.335
H  -0.074  0.714  1.885  0.251
H  4.424  -4.218  -2.281  0.139
H  -0.464  -2.964  1.006  0.242
H  0.491  -1.925  2.172  0.222
H  -1.217  -1.146  -0.170  0.307
H  3.775  -3.898  -2.112  -0.137

(4)
Molecular formula: C25H40BNO2P2SiZn
Method: DFT, ωB97M-V with the def2-TZVPD basis set

Values from the calculation:
Relative energy (zero: lowest compared OMol25 entry of this formula, charge and spin): 0.0 kJ/mol
Frontier orbital gap (spin up / spin down): 0.2452 / 0.2997 Ha
E_LUMO (spin up / spin down): -2.287 / -2.970 eV
Net charge: +1
⟨S²⟩: 0.75
Multiplicity: 2
M: 552.84 g mol⁻¹

Last column: Mulliken spin population.
Atoms and positions in Å:
Zn  0.665  -0.239  1.228  -0.153
H  4.321  0.235  -0.007  0.011
H  2.939  -1.173  1.494  0.075
P  1.692  1.137  2.674  -0.013
P  2.775  -1.381  -2.044  0.003
C  2.181  -0.333  -3.375  -0.005
H  2.355  -0.850  -4.324  0.000
H  1.118  -0.101  -3.230  0.001
H  2.745  0.607  -3.344  0.001
C  4.212  -2.352  -2.502  0.003
H  4.156  -3.360  -2.059  -0.001
H  4.278  -2.408  -3.598  0.000
H  5.097  -1.844  -2.087  0.001
C  1.457  -2.507  -1.534  0.085
H  0.468  -2.040  -1.649  -0.021
H  1.497  -3.388  -2.199  0.006
H  1.554  -2.864  -0.499  -0.040
C  3.223  2.134  2.561  -0.003
H  3.306  2.802  3.436  0.001
H  4.122  1.508  2.505  -0.003
H  3.188  2.761  1.659  0.000
C  0.417  2.429  2.890  0.010
H  -0.501  1.995  3.311  0.004
H  0.763  3.244  3.542  0.000
H  0.160  2.847  1.905  0.001
C  1.849  0.347  4.312  0.046
H  2.881  0.003  4.488  -0.001
H  1.569  1.061  5.100  0.006
H  1.176  -0.520  4.366  -0.022
C  0.962  -2.081  1.942  0.533
O  1.007  -3.168  2.365  0.162
H  4.142  -1.384  2.625  -0.013
H  4.064  -2.407  1.363  -0.019
H  5.720  -1.234  0.079  0.001
H  5.621  0.270  1.508  0.000
B  5.024  -0.491  0.761  0.018
N  3.976  -1.414  1.612  0.062
H  3.460  -0.411  -1.242  -0.011
O  -0.229  0.338  -0.315  0.208
Si  -1.833  0.414  -0.531  0.049
C  -2.236  0.138  -2.325  -0.003
C  -1.532  0.822  -3.322  0.000
C  -1.797  0.575  -4.672  0.000
C  -2.752  -0.384  -5.042  0.000
C  -3.458  -1.073  -4.046  0.001
C  -3.196  -0.814  -2.696  0.000
C  -2.648  -0.953  0.448  0.044
C  -3.843  -0.736  1.135  -0.024
C  -4.419  -1.745  1.922  0.010
C  -3.795  -2.997  2.012  -0.010
C  -2.610  -3.230  1.303  0.030
C  -2.045  -2.215  0.528  0.044
C  -2.520  2.071  -0.024  -0.005
C  -2.641  3.107  -0.961  -0.001
C  -3.081  4.381  -0.564  0.000
C  -3.391  4.630  0.776  0.000
C  -3.244  3.608  1.720  0.004
C  -2.800  2.340  1.321  -0.011
H  -0.775  1.554  -3.049  -0.001
H  -1.260  1.142  -5.437  0.000
H  -2.946  -0.586  -6.091  0.000
H  -4.212  -1.812  -4.318  0.000
H  -3.736  -1.346  -1.919  -0.001
H  -4.324  0.237  1.047  -0.001
H  -5.344  -1.545  2.465  0.000
H  -4.228  -3.784  2.630  0.000
H  -2.112  -4.205  1.353  0.003
H  -1.113  -2.409  -0.001  -0.060
H  -2.398  2.924  -2.002  0.000
H  -3.188  5.171  -1.306  0.000
H  -3.754  5.615  1.086  0.000
H  -3.485  3.783  2.770  0.000
H  -2.691  1.557  2.071  0.000